The following is a DFT calculation (ωB97M-V/def2-TZVPD) of a cluster of 11 separate species, C34H47Br20F10IN2O in total in a non-equilibrium geometry.

Last column: Mulliken charge in e.
Atoms and positions in Å:
O 4.98465 0.92354 3.33694  -0.550
C 4.26170 -0.10821 2.64534  -0.100
C 2.85327 -0.13582 3.26312  -1.430
C 1.74912 -0.77233 2.42654  1.021
C 0.64738 -0.04076 2.21052  -0.411
C -0.45484 -0.51834 1.48403  -0.307
N -1.53805 0.28932 1.34688  -0.437
C -2.51431 -0.24669 0.67377  -0.452
C -3.77737 0.58166 0.50691  1.432
F -3.44352 1.88874 0.35369  -0.334
F -4.43264 0.24694 -0.61702  -0.199
C -4.78587 0.52200 1.71534  0.601
F -4.71604 1.59076 2.51095  -0.287
F -6.05303 0.51562 1.21178  -0.262
C -4.69449 -0.75889 2.58700  0.551
F -5.74187 -0.72140 3.43666  -0.268
F -4.84502 -1.86599 1.86721  -0.232
F -3.60397 -0.80091 3.34319  -0.236
C -2.44999 -1.53290 0.09958  -0.247
N -1.42890 -2.34186 0.20265  -0.634
C -0.42125 -1.79749 0.93933  -0.032
C 0.73011 -2.56818 1.17179  -0.309
C 1.76399 -2.09869 1.87670  -0.355
I 3.38324 -3.41576 2.17939  0.253
C 4.29222 0.27949 1.15528  0.644
F 3.98211 -0.70105 0.31880  -0.180
F 5.55766 0.65938 0.85675  -0.254
F 3.53742 1.36555 0.93854  -0.280
H 5.63404 0.47992 3.88941  0.375
H 4.83175 -1.02214 2.80295  0.582
H 2.56766 0.91028 3.39911  0.356
H 2.87910 -0.59825 4.25525  0.381
H 0.62792 0.96400 2.61962  0.417
H -3.31429 -1.88527 -0.45161  0.486
H 0.77480 -3.58244 0.78888  0.633
Br 9.58727 0.34268 1.52457  -0.159
C 9.79026 1.07913 -0.26900  -0.410
C 8.56884 0.82553 -1.10751  -0.042
Br 8.49867 -1.02313 -1.72543  -0.157
H 10.69437 0.64591 -0.68620  0.416
H 9.93636 2.14687 -0.12433  0.118
H 8.59676 1.42734 -2.01203  -0.042
H 7.64078 1.01607 -0.57637  0.262
Br 8.72423 4.44202 -0.87241  -0.129
C 8.92020 5.19085 -2.65799  -0.596
C 7.69454 4.94390 -3.49630  -0.444
Br 7.61474 3.10574 -4.13374  -0.132
H 9.82329 4.76397 -3.08308  0.390
H 9.06483 6.25860 -2.50433  0.379
H 7.71943 5.55558 -4.39588  0.356
H 6.77029 5.13053 -2.95695  0.203
Br 5.91462 -5.64901 -0.13648  -0.136
C 5.95688 -5.00914 -1.97449  -0.571
C 5.52919 -3.56818 -2.06777  -0.454
Br 3.59649 -3.38908 -1.90568  -0.133
H 5.32705 -5.67563 -2.55543  0.380
H 6.99182 -5.12321 -2.29131  0.354
H 5.77238 -3.16093 -3.04708  0.379
H 5.97098 -2.94235 -1.29844  0.190
Br 2.72541 -6.42468 5.54487  -0.125
C 2.42315 -8.07820 4.56705  -0.125
C 2.90950 -7.97663 3.14712  -0.648
Br 1.68280 -6.94016 2.04891  -0.134
H 1.36232 -8.29622 4.63943  -0.051
H 2.98342 -8.83672 5.10966  0.322
H 2.94577 -8.96067 2.68382  0.357
H 3.88381 -7.50405 3.06457  0.391
Br 0.74864 -10.93291 6.36018  -0.131
C -1.17449 -10.67716 6.51852  -0.530
C -1.68199 -9.64210 5.54958  -0.655
Br -1.26347 -7.83503 6.14138  -0.118
H -1.37291 -10.41986 7.55414  0.367
H -1.60900 -11.65014 6.29810  0.340
H -2.76797 -9.67800 5.49199  0.363
H -1.26492 -9.75160 4.55301  0.376
Br -5.17152 -2.28516 -3.01379  -0.122
C -5.29015 -1.57815 -4.81913  -0.571
C -5.60523 -0.10535 -4.83304  -0.149
Br -7.47858 0.21475 -4.43416  -0.157
H -6.03793 -2.17312 -5.33403  0.385
H -4.31319 -1.76243 -5.26207  0.351
H -5.44899 0.30324 -5.82967  0.408
H -5.03128 0.47272 -4.11595  -0.150
Br -2.77088 1.98345 -4.03128  -0.129
C -2.77462 3.28140 -2.57866  -0.265
C -2.95471 4.68393 -3.09210  -0.658
Br -1.31529 5.37362 -3.88513  -0.167
H -1.84760 3.14330 -2.03103  0.413
H -3.61162 2.99753 -1.94589  0.010
H -3.18263 5.36152 -2.27190  0.409
H -3.72786 4.76133 -3.85020  0.403
Br -8.41786 4.69831 0.33546  -0.138
C -8.79234 3.93121 -1.41475  -0.121
C -8.85589 2.42819 -1.35780  -0.620
Br -7.08451 1.64271 -1.24261  -0.003
H -8.02668 4.29856 -2.09044  0.396
H -9.75538 4.34472 -1.70570  -0.185
H -9.28552 2.03143 -2.27745  0.324
H -9.42007 2.05757 -0.50741  0.392
Br 5.25750 4.23209 -0.35174  -0.109
C 4.95205 5.57459 1.01954  -0.604
C 4.74571 6.93897 0.41698  -0.575
Br 6.42691 7.72461 -0.17534  -0.146
H 5.79888 5.53092 1.69774  0.382
H 4.05481 5.25058 1.54329  0.339
H 4.35480 7.63014 1.16101  0.372
H 4.08538 6.92462 -0.44437  0.344
Br -9.92816 6.36721 -4.62493  -0.131
C -11.64052 6.78070 -3.79534  -0.608
C -12.34955 5.53616 -3.33175  -0.253
Br -13.14959 4.57123 -4.81953  -0.112
H -12.21311 7.34764 -4.52247  0.414
H -11.39955 7.41988 -2.94809  0.340
H -13.18029 5.79257 -2.67749  0.363
H -11.69204 4.83906 -2.82276  -0.027

As for the SMILES: O[C@@H](Cc1cc2nc(C(F)(F)C(F)(F)C(F)(F)F)cnc2cc1I)C(F)(F)F.BrCCBr.BrCCBr.BrCCBr.BrCCBr.BrCCBr.BrCCBr.BrCCBr.BrCCBr.BrCCBr.BrCCBr. The electronic energy comes out at -54285.19705 Eh.